234
Properties=species:S:1:pos:R:3:forces:R:3 method="wB97M-V/def2-TZVPD" e_above_lowest_kj_mol=54.4 total_energy_ha=-4158.4646 largest_force_ev_per_a=4.08 molar_mass_g_mol=1255.86 lumo_ha=0.0179
C 3.200887 6.176212 4.393425 -0.23 -0.80 0.18
C 3.353951 5.475612 3.053733 -0.08 0.90 -0.34
C 2.925178 4.040314 3.100054 0.53 -1.42 -0.08
O 2.820200 3.575677 1.762358 0.16 -1.19 -0.03
C 2.373745 2.202251 1.677283 -1.45 1.13 -0.64
N 2.454290 6.190494 2.090551 0.85 -2.03 -1.41
H 2.086389 6.175177 4.486355 0.84 0.85 0.39
H 3.720205 7.159748 4.325584 -0.83 -0.55 0.43
H 3.585255 5.571845 5.253512 -0.03 0.57 -0.73
H 4.384404 5.448322 2.706208 0.35 0.35 -0.05
H 1.948507 3.965752 3.562726 -0.41 -0.11 0.39
H 3.674581 3.352183 3.642334 -0.96 1.18 -0.40
H 2.809160 1.534449 2.403914 0.52 -0.07 0.35
H 2.602391 1.869020 0.657774 0.01 -0.06 0.26
H 1.254434 2.150106 1.818736 0.97 0.06 -0.06
H 2.575006 7.177798 2.013464 0.43 0.76 0.60
H 2.759696 5.837976 1.152316 -0.81 0.32 0.97
C 0.055423 -6.738847 1.627458 0.98 1.05 -0.70
C -0.660072 -5.430540 1.280270 0.03 -0.08 -0.38
C -0.974869 -5.327542 -0.240996 -0.04 -0.83 0.45
O -2.009029 -4.385853 -0.481266 0.86 -0.07 -0.87
C -2.374371 -4.476904 -1.894798 -0.22 2.04 2.02
N -1.816237 -5.351697 2.140129 0.35 -0.96 0.47
H 1.005647 -6.743399 1.093118 0.06 -0.35 -0.24
H -0.495324 -7.634870 1.392744 -0.40 -0.21 -0.26
H 0.322481 -6.766451 2.666939 -0.10 0.10 0.63
H -0.032283 -4.569679 1.524097 0.20 -0.09 0.13
H -1.375861 -6.308481 -0.552928 0.19 -0.04 -0.01
H -0.058267 -5.146668 -0.861394 -0.53 0.15 0.52
H -3.318842 -3.905150 -1.885924 0.33 -0.53 -0.72
H -2.484357 -5.509237 -2.070864 -0.46 -1.21 -0.84
H -1.626159 -4.006129 -2.550257 -0.18 -0.15 0.17
H -2.335959 -4.542004 1.951695 -0.95 1.24 -0.33
H -2.419341 -6.150889 1.994865 -0.13 -0.05 -0.02
C -6.349880 4.353131 -1.562292 0.66 1.08 -0.14
C -5.362580 3.464392 -0.827390 -0.60 -0.76 1.14
C -6.165716 2.676902 0.312308 -0.37 1.31 -1.69
O -6.786488 3.567723 1.225163 0.12 -0.54 0.07
C -5.899417 4.131937 2.179143 -1.86 0.52 0.33
N -4.731400 2.568305 -1.802763 0.33 -1.12 0.72
H -5.845124 5.181952 -2.112535 -0.19 -0.57 0.34
H -7.081138 4.811107 -0.899888 -0.02 -0.03 0.11
H -6.841682 3.742844 -2.299478 -0.39 -0.25 -0.29
H -4.560012 4.018074 -0.349578 -0.11 0.53 0.35
H -5.578564 1.935767 0.843270 0.32 -0.26 -0.04
H -7.018581 2.229730 -0.215004 0.30 -0.43 0.19
H -5.724424 5.159575 1.868544 0.73 0.04 0.21
H -5.036182 3.518966 2.295599 1.03 -0.14 0.03
H -6.439237 4.162999 3.154856 0.36 -0.02 -0.55
H -4.428416 1.683562 -1.335929 -0.28 0.90 -0.38
H -3.884287 3.046410 -2.100167 -0.03 -0.25 -0.18
C 0.079456 -0.367028 -5.497025 -0.76 -0.25 -1.17
C 0.500898 -1.874748 -5.464280 -0.88 3.27 -2.29
C 1.967398 -1.850751 -5.440840 2.01 -0.86 0.47
O 2.383857 -3.182524 -5.643607 1.93 -1.21 0.16
C 3.812927 -3.390039 -5.499097 -0.27 2.77 0.27
N -0.160158 -2.634896 -4.477369 0.38 -3.73 0.55
H -1.008948 -0.293171 -5.348279 0.19 -0.07 -0.33
H 0.357967 0.088342 -6.508064 -0.38 -0.50 1.41
H 0.489038 0.246697 -4.707550 0.57 0.05 0.29
H 0.220995 -2.259781 -6.458934 -0.22 -0.11 0.31
H 2.209438 -1.635938 -4.403727 0.57 0.78 0.28
H 2.520727 -1.196562 -6.176522 -0.89 -0.21 0.70
H 4.352433 -2.872519 -6.306324 -0.22 -0.05 -0.15
H 4.037410 -4.404615 -5.570500 0.05 -1.76 0.03
H 4.319980 -2.956572 -4.568667 -1.26 -0.62 -0.72
H 0.142126 -3.646524 -4.757093 -0.97 2.03 1.01
H 0.220327 -2.547913 -3.517197 0.17 0.37 -0.71
C 1.099956 -1.941886 0.812932 1.08 -0.88 0.21
C 0.589423 -2.110808 -0.590936 0.21 2.46 -1.20
C 0.073551 -0.681707 -1.009618 0.95 -0.98 0.42
O -0.861593 -0.202074 -0.026657 0.67 0.64 -0.79
C -1.194474 1.128399 -0.397879 2.04 -0.18 -1.76
N 1.639705 -2.453556 -1.621414 -2.08 -1.95 1.19
H 1.768909 -1.082307 0.844497 0.32 0.05 -0.04
H 1.682347 -2.842609 1.110586 -0.39 0.49 0.15
H 0.317555 -1.699945 1.514704 -0.38 -0.27 0.27
H -0.282555 -2.753231 -0.628900 0.15 -0.54 -0.17
H -0.428540 -0.765857 -1.976965 0.03 0.25 -0.17
H 1.030302 -0.040937 -1.118602 -1.56 -0.46 0.28
H -1.611659 1.140262 -1.426003 0.18 0.12 0.36
H -0.278022 1.788433 -0.392029 -0.57 -0.65 -0.12
H -1.862675 1.604000 0.231868 -1.57 0.31 1.61
H 2.340304 -1.760612 -1.633101 0.84 1.11 0.16
H 2.071692 -3.338083 -1.311408 -0.09 0.43 -0.28
C 1.949754 2.683971 -3.051798 -0.95 -0.59 -0.52
C 2.958737 3.746818 -2.694645 1.30 -0.06 0.05
C 2.319567 4.980742 -2.010897 0.44 -1.54 0.22
O 1.739242 5.706254 -3.041353 -1.03 0.65 0.44
C 1.220288 6.876077 -2.449510 -0.15 1.26 -0.53
N 4.051980 3.160722 -1.876157 0.75 0.46 0.50
H 1.232408 3.124329 -3.772834 0.40 -0.40 0.23
H 1.324913 2.320572 -2.211558 0.49 0.18 -0.05
H 2.418402 1.784786 -3.536448 -0.34 0.92 0.35
H 3.433009 4.022906 -3.649100 -0.25 0.44 0.31
H 3.077658 5.614384 -1.468640 -0.45 -0.60 -0.37
H 1.529458 4.627320 -1.261272 0.93 0.45 -0.66
H 0.613974 7.425174 -3.163809 0.34 0.09 -0.59
H 2.099954 7.497820 -2.157063 -0.87 -0.14 0.25
H 0.470355 6.735246 -1.654025 0.71 -0.51 0.32
H 4.951055 3.716852 -1.865589 -1.58 -0.49 -0.32
H 3.705108 3.250993 -0.928487 0.28 -0.35 0.51
C -3.294367 -1.941665 3.024942 -0.86 -1.01 0.46
C -4.603843 -2.161683 2.217615 0.94 -0.59 -0.60
C -5.389042 -0.863465 2.216637 0.50 0.06 -1.10
O -6.022184 -0.721540 3.435675 0.10 0.89 0.65
C -6.513042 0.601458 3.565846 -0.85 0.05 0.49
N -4.259833 -2.557289 0.791359 -1.27 1.96 1.65
H -2.894047 -2.872274 3.473451 -0.18 0.26 -0.50
H -3.545812 -1.314931 3.884739 0.19 0.22 -0.18
H -2.526462 -1.489311 2.403570 0.00 0.25 -0.08
H -5.239628 -2.957497 2.680862 0.49 0.64 -0.24
H -6.092982 -0.844840 1.383770 -0.43 -0.19 -0.12
H -4.746561 0.015084 2.016855 0.28 -0.35 0.09
H -7.094793 0.590994 4.478673 -0.34 0.11 0.10
H -7.151220 0.858242 2.718870 -0.20 -0.03 -0.07
H -5.811200 1.441420 3.676935 0.60 -0.67 -0.18
H -4.818899 -3.293169 0.458966 -0.73 -1.10 -0.35
H -3.315225 -2.781089 0.682105 1.68 -0.57 -0.14
C -3.201797 3.542018 -4.743426 -1.05 1.73 -0.78
C -1.715376 3.600092 -4.665974 1.59 -1.18 1.15
C -1.129007 3.292633 -6.023183 1.09 -0.11 -0.88
O 0.296335 3.171300 -5.882530 -0.04 -0.06 0.48
C 1.074529 3.507667 -6.995370 1.59 -0.33 0.14
N -1.201630 4.807495 -4.040551 -0.50 0.87 0.00
H -3.725510 4.100247 -3.955370 0.45 -0.19 0.12
H -3.585105 2.525397 -4.701088 -0.12 0.03 -0.54
H -3.458678 4.153107 -5.675623 -0.21 -1.24 0.83
H -1.300817 2.788329 -4.004443 -0.57 0.32 -0.52
H -1.276932 4.075446 -6.808378 -0.57 -0.44 0.62
H -1.530621 2.305831 -6.330160 0.05 0.52 -0.27
H 1.227514 4.572320 -7.139904 -0.47 0.53 0.09
H 0.708204 3.085504 -7.914905 -0.34 -0.30 -0.48
H 2.131613 3.135531 -6.861704 -1.15 -0.02 0.16
H -0.199260 4.895293 -4.140349 0.27 -0.21 -0.04
H -1.600777 5.619072 -4.505419 -0.04 0.10 0.06
C -2.883461 1.779374 4.118107 0.73 -0.56 -0.62
C -1.655468 2.705447 4.152031 -0.20 0.03 1.10
C -1.925299 3.757735 5.212052 -1.17 1.65 0.09
O -3.083099 4.600585 4.788147 1.33 -1.78 0.45
C -3.683064 5.212702 5.899365 0.81 0.99 0.08
N -0.435493 1.907946 4.358631 -2.35 -1.25 -0.29
H -3.092285 1.256784 5.093138 0.38 0.71 -0.77
H -2.680220 1.000108 3.365853 -0.22 0.11 0.22
H -3.744403 2.348594 3.796790 -0.27 0.05 0.11
H -1.470049 3.311337 3.281761 -0.50 -0.17 -1.01
H -1.100106 4.457535 5.395940 0.23 -0.15 -0.25
H -2.184877 3.341252 6.179284 -0.05 -0.48 0.25
H -2.923188 5.892544 6.391324 -0.97 -0.08 -0.52
H -3.980421 4.545071 6.711765 -0.20 -0.48 -0.24
H -4.561966 5.721987 5.479551 0.35 0.20 0.54
H -0.636400 1.300068 5.140874 -0.17 -0.83 0.07
H 0.257037 2.453882 4.736710 2.30 2.02 0.68
C 3.958126 -4.850504 3.815314 -0.76 -0.23 1.60
C 5.425515 -4.596012 3.760749 0.12 -0.18 -1.20
C 5.676312 -3.265043 3.104398 -2.11 0.71 -0.08
O 5.013573 -3.153429 1.851068 0.01 -1.19 -0.90
C 4.976982 -1.852663 1.370834 1.26 2.35 2.15
N 6.008690 -4.540193 5.072857 -0.55 0.16 0.58
H 3.475451 -4.804100 2.871489 -0.25 0.11 -0.95
H 3.464596 -4.135616 4.486401 0.07 0.11 -0.13
H 3.747792 -5.829503 4.245559 0.05 -0.22 0.00
H 5.860447 -5.395051 3.152167 0.20 -0.04 -0.21
H 6.703751 -3.037524 3.034967 1.45 0.31 -0.29
H 5.177846 -2.511595 3.713311 0.30 0.18 0.64
H 4.258276 -1.193418 1.951444 0.50 -0.74 -0.37
H 4.733310 -1.712583 0.342271 -0.26 -0.68 -0.86
H 5.999718 -1.376774 1.551478 -1.04 -0.34 -0.44
H 6.983998 -4.734081 5.039622 0.76 -0.14 0.08
H 5.569061 -5.229113 5.661772 0.05 -0.13 0.25
C 1.212537 -1.025681 4.580580 1.88 -2.61 -0.73
C -0.205391 -1.600043 4.611912 -0.17 -0.27 0.29
C -0.153132 -3.140890 4.674655 1.56 -0.07 -0.45
O 0.390190 -3.516195 5.943934 0.16 0.66 -0.46
C 0.019800 -4.806039 6.332237 -1.29 0.83 1.23
N -0.942358 -1.052718 5.812114 0.52 -0.41 -0.92
H 1.978762 -1.560121 5.296414 -1.78 0.99 -1.04
H 1.202771 0.009120 4.762822 0.07 1.29 0.22
H 1.654885 -1.215569 3.544394 -0.55 0.37 1.19
H -0.760261 -1.323016 3.662456 0.63 -0.04 1.22
H 0.491829 -3.587771 3.857628 -0.34 0.63 0.59
H -1.104274 -3.602550 4.502657 -0.94 -0.17 0.24
H -1.094338 -4.797325 6.472082 0.73 -0.50 -0.07
H 0.497139 -5.028575 7.299604 -0.12 0.07 -0.41
H 0.300920 -5.516818 5.598321 0.24 -0.99 -0.76
H -0.611280 -1.567732 6.621851 0.56 0.12 0.08
H -1.872549 -1.421719 5.749948 -0.90 0.11 -0.24
C 4.948995 -6.784557 -1.266951 1.97 0.59 -0.72
C 4.002796 -5.652577 -1.592059 -0.98 -1.21 1.45
C 2.985729 -6.175288 -2.620369 -1.34 0.35 0.44
O 3.689078 -6.554511 -3.774292 0.43 -0.07 0.40
C 2.899810 -7.090774 -4.787663 1.14 0.02 -1.90
N 3.358477 -5.075150 -0.367188 0.41 1.74 -1.96
H 4.625813 -7.383702 -0.451803 -0.60 -0.77 0.54
H 5.938845 -6.367440 -0.947607 -0.69 -0.33 -0.23
H 5.123194 -7.363216 -2.192750 0.01 -0.01 0.65
H 4.595229 -4.929509 -2.096773 0.19 1.19 -0.27
H 2.268393 -5.357430 -2.913210 0.29 -0.68 0.50
H 2.420859 -7.072525 -2.191534 0.45 1.03 -0.42
H 2.184023 -6.369005 -5.194796 -0.11 0.06 0.17
H 2.395994 -8.012793 -4.538799 -0.29 -0.33 0.49
H 3.623019 -7.341886 -5.622232 -0.84 0.26 0.81
H 3.892316 -4.358100 0.116834 0.27 -0.14 -0.42
H 3.026148 -5.657610 0.348357 -0.32 -1.58 0.52
C -4.647199 -0.837206 -3.408324 2.16 1.38 -1.05
C -3.849312 -0.830502 -2.085524 -0.44 0.40 -0.17
O -4.578123 -0.365330 -0.922227 0.32 -1.16 -0.69
O -4.777973 0.517263 -3.960567 0.02 -1.76 0.31
H -5.582503 -1.322843 -3.302453 -1.14 -0.39 0.17
H -4.069678 -1.343614 -4.231954 -0.37 0.10 1.10
H -2.999756 -0.168803 -2.212210 0.23 0.16 -0.25
H -3.430897 -1.818337 -1.903727 -0.09 -0.20 0.09
H -4.522165 -1.150592 -0.302040 -0.17 0.71 -0.13
H -5.327991 0.980753 -3.336806 -0.28 0.91 0.49
C 5.972269 -0.379020 -2.362649 0.79 -0.29 -0.06
C 4.544602 -0.743385 -2.724938 0.61 -1.34 -0.74
O 3.545778 -0.135177 -1.977796 -0.50 -1.28 0.47
O 6.372681 0.902059 -2.941899 -0.46 -1.30 0.77
H 6.661165 -1.122820 -2.820812 -0.46 0.42 0.30
H 6.114049 -0.417042 -1.265618 0.09 0.28 -0.38
H 4.263363 -1.817929 -2.685790 0.87 0.30 0.44
H 4.557938 -0.581793 -3.797573 -0.80 0.69 -0.51
H 3.579978 0.790405 -2.048415 0.19 2.31 -0.20
H 5.888557 1.558105 -2.437608 -0.24 0.48 0.01
C -1.457520 5.679500 0.931107 -2.14 -0.70 -0.56
C -1.597436 4.617282 -0.206002 0.26 0.18 0.09
O -2.309525 5.095959 -1.353718 0.20 0.45 0.53
O -2.772840 6.258916 1.125564 -0.55 -0.26 -1.78
H -0.805152 6.492251 0.719154 1.00 0.47 -0.43
H -1.173057 5.216434 1.890167 -0.01 0.04 -0.47
H -2.245419 3.824843 0.168313 0.31 -0.26 0.41
H -0.612349 4.211787 -0.505130 -0.35 0.08 0.23
H -1.794971 4.986067 -2.175655 0.12 0.04 -0.18
H -3.208396 6.295129 0.204942 1.09 -0.06 1.94